Below is a 2-piece molecular cluster, C2H2N2OS overall, with properties calculated with wB97M-V/def2-TZVPD.

Its spin multiplicity is 1. As for the relative energy (zero: lowest compared OMol25 entry of this formula, charge and spin): 281.10 kJ/mol. For the total energy, the calculation gives -17966.063 eV. Its total charge is 0. The calculation puts the LUMO energy at 0.49 eV. As for the HOMO energy: -9.1 eV.

Each line ends with the natural charge from an NBO analysis.
Positions of all 8 atoms, in Å:
C -1.00276 0.24053 0.39116  -0.0774
C 0.85006 1.33836 -1.27517  0.4235
N -0.65143 -2.04416 0.94026  -0.4477
N -0.80848 -0.84047 0.87665  -0.0153
O -0.08806 1.96993 -1.45760  -0.4443
S 2.05222 0.39088 -1.13480  0.0214
H -0.73568 1.14877 0.83930  0.2021
H 0.38412 -2.20385 0.82020  0.3377


Below is a 2-piece molecular cluster, C2H2N2OS overall, with properties calculated with wB97M-V/def2-TZVPD.

Its spin multiplicity is 1. As for the relative energy (zero: lowest compared OMol25 entry of this formula, charge and spin): 35.12 kJ/mol. For the total energy, the calculation gives -17968.612 eV. Its total charge is 0. The calculation puts the LUMO energy at 0.39 eV. As for the HOMO energy: -9.3 eV.

Each line ends with the natural charge from an NBO analysis.
Positions of all 8 atoms, in Å:
C -2.99170 0.14649 -0.22232  0.2591
C 0.77704 0.12757 -0.00742  0.8483
N -2.16952 0.96323 -0.08636  -0.6386
N 0.49663 -1.02521 -0.19008  -0.7575
O 0.88094 1.26986 0.09528  -0.5060
S -4.31752 -0.67093 0.06233  -0.0519
H 1.16900 -1.76309 -0.23049  0.4254
H -1.17242 1.07156 -0.11352  0.4212